Entry 1:
9
Properties=species:S:1:pos:R:3 method="wB97M-V/def2-TZVPD" e_homo_ev=-10.1 smiles="O=C(F)O[C@H](O)I" fmax_ev_per_a=3.01 lumo_ev=-0.3 orbital_gap_ev=9.9 relative_energy_kcal_mol=27.6 energy_ev=-19065.712
I 2.554 1.550 -0.117
F -1.656 -0.609 0.042
O -0.958 -2.491 -0.896
O -0.365 1.409 0.144
O 0.416 -0.850 -0.009
C -0.736 -1.422 -0.386
C 0.634 0.613 0.480
H 0.888 0.565 1.493
H -0.777 1.236 -0.751



Entry 2:
93
Properties=species:S:1:pos:R:3 method="wB97M-V/def2-TZVPD" e_homo_ev=-2.9 fmax_ev_per_a=0.70 lumo_ev=3.5 total_charge=-2 orbital_gap_ev=6.4 relative_energy_kcal_mol=128.3 energy_ev=-115709.547
Tl -0.779 -0.559 -0.806
Cl -2.992 3.834 0.574
Cl 0.141 1.320 -3.058
Cl -1.888 6.192 -4.146
P 1.959 -1.128 0.431
F -2.262 -0.668 -2.305
O 2.317 -1.960 -3.448
O -1.586 -1.219 2.280
O -3.407 -1.249 0.911
O -1.342 1.651 -0.463
O 0.557 -1.772 -2.098
O 1.466 -1.168 2.857
N 0.778 1.530 1.913
N 2.932 -3.119 -0.538
N 3.810 -4.970 3.329
N 1.360 1.943 0.773
N 3.518 -1.368 4.002
C -0.982 -5.709 1.551
C 3.463 -0.773 1.513
C -2.207 3.778 -0.978
C 0.412 3.679 1.840
C -0.812 -4.571 2.327
C 0.193 2.537 2.582
C -6.584 -2.303 4.663
C 1.128 -3.929 1.034
C -7.714 -2.259 3.633
C -0.581 2.286 3.832
C -4.087 -1.982 4.859
C 1.828 -1.801 -2.335
C 6.150 -0.554 2.406
C -2.808 -1.724 4.374
C -1.460 2.611 -1.293
C -6.564 -3.705 5.287
C -5.073 -1.757 2.670
C 0.961 -5.086 0.276
C 3.553 -4.028 2.717
C -2.696 -1.486 3.023
C 1.144 3.249 0.714
C -3.805 -1.505 2.193
C -0.082 -5.967 0.529
C 2.263 -2.969 0.773
C -0.848 2.661 -2.577
C -5.219 -2.002 4.038
C 0.235 -3.697 2.081
C 4.102 0.556 1.632
C 2.768 -1.767 -1.127
C 5.369 0.639 2.061
C 3.253 -2.832 1.974
C -6.895 -1.267 5.753
C -0.976 3.729 -3.442
C -1.723 4.829 -3.058
C 1.618 4.049 -0.456
C 5.681 -1.780 2.173
C 4.412 -1.980 1.409
C 2.751 -1.450 2.762
C -2.343 4.862 -1.822
B -2.024 -1.087 0.970
H -5.815 -3.778 6.077
H -0.191 -6.853 -0.085
H -4.199 -2.177 5.919
H -7.870 -1.471 6.203
H -7.540 -3.944 5.720
H -6.912 -0.261 5.330
H -5.908 -1.761 1.984
H -7.575 -3.011 2.854
H 7.115 -0.420 2.883
H 0.374 -2.803 2.678
H 1.643 -5.331 -0.527
H -6.327 -4.457 4.532
H -7.784 -1.280 3.157
H 5.837 1.612 2.169
H -8.666 -2.462 4.129
H -0.327 1.306 4.240
H 0.901 0.553 2.227
H 3.580 -0.383 4.249
H -1.508 -4.354 3.130
H -1.937 -1.715 5.016
H 2.315 4.832 -0.149
H -1.806 -6.387 1.740
H 0.047 4.671 2.054
H 2.120 3.390 -1.165
H -0.485 3.701 -4.405
H -2.927 5.718 -1.515
H 3.722 -1.329 -1.432
H 4.683 -2.321 0.406
H 2.560 -3.848 -1.127
H -6.146 -1.284 6.545
H -1.653 2.300 3.623
H 6.259 -2.659 2.437
H 2.924 -1.794 4.709
H 3.538 1.448 1.389
H -0.371 3.044 4.587
H 0.779 4.526 -0.968